1.
This record from OMol25 describes the molecule C5H7N. The level of theory is the ωB97M-V functional and the def2-TZVPD basis.

Values from the calculation:
HOMO = -7.688 eV
gap between HOMO and LUMO = 8.7 eV
electronic energy = -6786.681 eV
SMILES = Cc1ccc[nH]1
relative energy (zero: lowest compared OMol25 entry of this formula, charge and spin) = 42.2 kcal/mol

```
! wB97M-V def2-TZVPD RIJCOSX def2/J DEFGRID3
* xyz 0 1
C 1.725 -0.018 -0.162
C 0.480 0.062 0.580
C -0.338 1.167 0.513
C -1.542 0.700 -0.011
C -1.406 -0.650 -0.247
N -0.273 -1.080 0.371
H 2.302 -0.896 0.126
H 1.132 -0.342 -1.189
H 2.282 0.925 -0.216
H -0.071 2.200 0.686
H -2.392 1.312 -0.230
H -2.130 -1.372 -0.554
H 0.146 -1.975 0.152
*
```

***

2.
This record from OMol25 describes the molecule C5H7N. The level of theory is the ωB97M-V functional and the def2-TZVPD basis.

Values from the calculation:
HOMO = -10.223 eV
gap between HOMO and LUMO = 11.2 eV
electronic energy = -6785.713 eV
SMILES = [H]/N=C(\C#C)CC
relative energy (zero: lowest compared OMol25 entry of this formula, charge and spin) = 64.6 kcal/mol

```
! wB97M-V def2-TZVPD RIJCOSX def2/J DEFGRID3
* xyz 0 1
C -0.890 0.210 0.026
C -1.499 -0.965 0.937
C 0.544 -0.076 -0.038
N 1.211 -0.999 0.466
C 1.169 1.081 -0.938
C 1.979 1.706 -1.578
H 2.209 -0.979 0.262
H -1.337 0.168 -0.968
H -1.071 1.173 0.505
H -2.569 -0.786 1.010
H -1.065 -0.941 1.932
H -1.329 -1.933 0.475
H 2.647 2.341 -2.089
*
```

***

3.
This record from OMol25 describes a structure of composition C5H7N. The level of theory is the ωB97M-V functional and the def2-TZVPD basis.

Values from the calculation:
HOMO = -8.104 eV
gap between HOMO and LUMO = 9.2 eV
electronic energy = -6783.396 eV
relative energy (zero: lowest compared OMol25 entry of this formula, charge and spin) = 118.0 kcal/mol

```
! wB97M-V def2-TZVPD RIJCOSX def2/J DEFGRID3
* xyz 0 1
C -2.051 -0.420 0.075
C -1.329 0.687 0.064
C -0.156 -1.015 0.041
C 0.718 -1.944 -0.074
C 1.086 1.272 0.027
N 0.016 0.377 0.277
H -3.016 -0.882 -0.263
H -1.734 1.652 0.206
H 1.799 -1.697 -0.069
H 0.328 -2.971 -0.131
H 0.701 2.268 0.132
H 1.986 1.453 0.721
H 1.651 1.220 -1.004
*
```

***

4.
This record from OMol25 describes the molecule C5H7N. The level of theory is the ωB97M-V functional and the def2-TZVPD basis.

Values from the calculation:
HOMO = -9.086 eV
gap between HOMO and LUMO = 10.2 eV
electronic energy = -6786.048 eV
SMILES = C=C=NCC=C
relative energy (zero: lowest compared OMol25 entry of this formula, charge and spin) = 56.8 kcal/mol

```
! wB97M-V def2-TZVPD RIJCOSX def2/J DEFGRID3
* xyz 0 1
N 0.974 -0.778 1.398
C 1.592 -0.255 0.475
C 2.022 0.320 -0.616
C -0.881 0.435 0.209
C -0.493 -0.668 1.153
C -1.501 0.236 -0.947
H 2.039 -0.268 -1.525
H 2.187 1.389 -0.650
H -0.610 1.446 0.518
H -0.988 -0.517 2.115
H -0.815 -1.636 0.754
H -1.703 -0.769 -1.312
H -1.823 1.064 -1.570
*
```

***

5.
This record from OMol25 describes the molecule C5H7N. The level of theory is the ωB97M-V functional and the def2-TZVPD basis.

Values from the calculation:
HOMO = -8.557 eV
gap between HOMO and LUMO = 9.4 eV
electronic energy = -6784.541 eV
SMILES = C=C=C/N=C/C
relative energy (zero: lowest compared OMol25 entry of this formula, charge and spin) = 91.6 kcal/mol

```
! wB97M-V def2-TZVPD RIJCOSX def2/J DEFGRID3
* xyz 0 1
C -1.097 1.286 -0.090
C -1.732 0.154 0.031
C -2.116 -1.048 0.040
C 0.779 0.182 0.176
C 2.223 -0.076 -0.072
N 0.231 1.266 -0.290
H -1.686 2.306 -0.040
H -2.279 -1.785 0.733
H -2.671 -1.322 -0.881
H 0.484 -0.537 0.841
H 2.390 -1.045 -0.307
H 2.770 -0.003 0.780
H 2.705 0.621 -0.923
*
```

***

6.
This record from OMol25 describes a structure of composition C5H7N. The level of theory is the ωB97M-V functional and the def2-TZVPD basis.

Values from the calculation:
HOMO = -8.463 eV
gap between HOMO and LUMO = 9.5 eV
electronic energy = -6783.197 eV
relative energy (zero: lowest compared OMol25 entry of this formula, charge and spin) = 122.6 kcal/mol

```
! wB97M-V def2-TZVPD RIJCOSX def2/J DEFGRID3
* xyz 0 1
C -0.759 0.981 0.051
C -1.062 -0.458 0.370
C -0.053 -1.285 -0.304
C 0.535 -0.619 0.828
N 1.171 -0.084 -1.176
C 0.756 0.644 0.001
H -0.988 1.633 0.900
H -1.232 1.363 -0.862
H -2.076 -0.811 0.621
H -0.210 -2.374 -0.359
H 1.213 -1.044 1.569
H 1.301 0.590 -1.966
H 1.405 1.463 0.325
*
```

***

7.
This record from OMol25 describes a structure of composition C5H7N. The level of theory is the ωB97M-V functional and the def2-TZVPD basis.

Values from the calculation:
HOMO = -8.878 eV
gap between HOMO and LUMO = 9.9 eV
electronic energy = -6786.422 eV
relative energy (zero: lowest compared OMol25 entry of this formula, charge and spin) = 48.2 kcal/mol

```
! wB97M-V def2-TZVPD RIJCOSX def2/J DEFGRID3
* xyz 0 1
C -0.468 -1.471 -1.151
C -0.035 -0.410 -0.175
C 0.954 0.579 -0.315
C 0.676 1.573 0.627
C -0.450 1.167 1.343
N -0.952 -0.008 0.881
H -1.075 -2.239 -0.660
H -1.078 -1.024 -1.946
H 0.399 -1.953 -1.616
H 1.765 0.567 -1.036
H 1.249 2.480 0.802
H -0.898 1.642 2.211
H -0.087 -0.902 1.034
*
```

***

8.
This record from OMol25 describes the molecule C5H7N. The level of theory is the ωB97M-V functional and the def2-TZVPD basis.

Values from the calculation:
HOMO = -8.833 eV
gap between HOMO and LUMO = 10.0 eV
electronic energy = -6784.363 eV
SMILES = C1[C@@H]2[C@H]1[C@@H]1N[C@H]21
relative energy (zero: lowest compared OMol25 entry of this formula, charge and spin) = 95.7 kcal/mol

```
! wB97M-V def2-TZVPD RIJCOSX def2/J DEFGRID3
* xyz 0 1
C 1.153 -0.469 0.665
C 0.617 0.786 -0.204
C 0.487 -0.627 -0.649
C -1.062 -0.445 -0.497
N -1.457 0.055 0.812
C -0.910 0.989 -0.135
H 2.228 -0.420 0.782
H 0.756 -1.124 1.465
H 1.225 1.520 -0.740
H 0.934 -1.118 -1.500
H -1.788 -0.936 -1.131
H -0.722 -0.115 1.495
H -1.461 1.903 -0.361
*
```

***

Which value of gap between HOMO and LUMO does entry 2 give?
11.2 eV

***

Which of these has the lowest electronic energy?
number 1

***

Which value of HOMO does entry 2 give?
-10.223 eV

***

Among the records above, which one has the highest HOMO?
number 1